Here is a cluster of 2 separate species, C4H11N3O2 in total in a non-equilibrium geometry from OMol25. Energies are from the ωB97M-V functional and the def2-TZVPD basis.

Its total energy is -12890.979 eV. For the HOMO-LUMO gap, the calculation gives 9.332 eV. For the energy relative to the best compared isomer or geometry (same formula, charge and spin), the calculation gives 42.7 kcal/mol. The highest occupied orbital energy comes out at -8.92 eV. The SMILES is CN=C(N)N.CC(=O)O.

Structure (XYZ):
```
20
Properties=species:S:1:pos:R:3:forces:R:3:lowdin_charge:R:1
H -3.154 -1.411 -1.837 0.436 0.365 0.133 0.0842
C 1.126 2.416 0.517 -0.767 0.021 0.226 -0.5530
H -0.636 1.793 1.138 0.143 -0.033 0.138 0.0942
N -0.671 -2.261 -0.335 0.586 -0.134 0.676 0.0100
H 1.277 -1.720 0.453 -0.298 -0.771 0.170 0.0658
C 1.694 1.812 1.728 -1.359 0.502 4.255 -0.0085
H 0.863 1.810 2.577 1.612 -0.394 -1.638 0.1286
O -0.270 2.283 0.395 1.430 0.386 -0.617 0.0459
H -1.423 0.649 -1.712 -1.110 -1.133 0.029 0.0978
H -3.009 -2.436 -0.559 0.010 0.244 -0.104 0.0803
H 2.188 0.864 1.732 -0.244 -0.905 -0.746 0.0735
N -2.792 -1.499 -0.893 -0.289 -0.542 1.006 0.0793
H 2.467 2.434 2.197 -0.203 0.346 -0.624 0.0934
C 0.784 -2.162 -0.431 0.140 1.830 -0.223 -0.1532
C -1.407 -1.302 -0.718 -0.367 -0.062 -2.859 -0.5446
O 1.789 3.047 -0.238 -0.570 0.146 -0.874 0.1383
H 1.159 -1.467 -1.201 -0.656 0.134 -0.220 0.0620
H 1.242 -3.075 -0.756 -0.059 -0.879 0.571 0.0560
N -0.903 -0.149 -1.345 0.617 1.222 0.555 0.1089
H -0.324 0.373 -0.712 0.947 -0.341 0.145 0.0413
```
Positions in Å, forces in eV/Å.

---

Here is a structure of composition C7H7FLiN3O3S in a non-equilibrium geometry from OMol25. Energies are from the ωB97M-V functional and the def2-TZVPD basis.

Its total energy is -31738.150 eV. For the HOMO-LUMO gap, the calculation gives 4.418 eV. The highest occupied orbital energy comes out at -6.89 eV.

Structure (XYZ):
```
23
Properties=species:S:1:pos:R:3:forces:R:3:lowdin_charge:R:1
O 1.841 -0.833 3.389 1.525 0.881 0.119 -0.0080
O -0.382 -1.567 -1.336 -0.129 0.829 -0.631 0.0234
F 0.670 -1.630 -4.125 -1.193 1.514 0.661 0.0888
C 3.217 -0.770 3.590 -0.229 3.458 -0.430 -0.1282
H 0.526 0.355 0.619 -0.951 -0.289 0.642 0.0905
H 3.905 -1.627 3.749 -1.191 0.651 -0.185 0.1343
H -1.131 1.881 -0.120 -0.297 -1.048 0.385 0.1049
H -2.367 1.258 1.021 0.645 -0.393 -0.819 0.0868
N 2.557 1.342 3.285 -2.825 -3.141 -0.138 0.0324
H -1.643 -1.073 -3.600 0.401 0.003 0.490 0.1015
C -1.170 -0.691 -1.666 -1.133 0.390 3.421 -0.5076
N -1.136 -0.288 -3.141 -0.780 -2.056 -2.413 0.0262
Li -3.231 0.716 -4.064 0.909 -0.098 0.857 0.8669
C 0.211 -0.404 -3.682 -0.174 0.892 0.313 -0.4910
H -2.755 0.692 -1.523 0.348 -0.413 0.749 0.0015
C -0.457 0.185 1.149 1.035 -0.302 -1.497 -0.4953
H -0.621 -0.922 1.141 -0.041 1.059 0.313 0.0843
C 1.502 0.486 3.205 0.246 1.221 -0.496 -0.6114
C -1.562 0.920 0.298 -0.557 -0.054 1.246 -0.3116
N 3.609 0.518 3.527 0.662 -2.834 0.459 -0.0142
C -2.201 -0.009 -0.800 1.959 0.819 -2.797 -0.1426
O 0.862 0.580 -3.766 0.578 -0.783 -0.235 0.1665
S -0.246 0.878 2.850 1.191 -0.305 -0.015 0.9018
```
Positions in Å, forces in eV/Å.

---

Here is the molecule C15H20N6O3S in a non-equilibrium geometry from OMol25. Energies are from the ωB97M-V functional and the def2-TZVPD basis.

Its total energy is -41796.824 eV. For the HOMO-LUMO gap, the calculation gives 9.464 eV. For the energy relative to the best compared isomer or geometry (same formula, charge and spin), the calculation gives 44.7 kcal/mol. The highest occupied orbital energy comes out at -8.82 eV. The SMILES is CC(C)n1nnnc1SCC(=O)N1CCN(C(=O)c2ccco2)CC1.

Structure (XYZ):
```
45
Properties=species:S:1:pos:R:3:forces:R:3:lowdin_charge:R:1
H -5.767 -2.104 -1.498 -0.071 -0.102 -0.058 0.0804
C 3.758 -2.823 1.080 -0.273 -0.720 -0.205 -0.0952
H 3.990 2.186 1.472 0.003 -0.089 -0.020 0.1256
N -4.135 0.685 1.155 -1.014 -0.596 0.459 0.0469
N -3.413 1.724 1.195 -0.310 0.677 0.756 -0.0393
H 0.501 0.847 -2.152 -0.054 0.061 0.017 0.0795
H 3.871 0.433 1.658 -0.034 0.224 0.018 0.1116
N 3.431 1.202 -0.241 0.258 0.023 -0.196 -0.0407
H 0.995 3.253 -0.991 0.028 0.047 0.060 0.1161
N 1.120 1.796 0.512 0.066 0.174 0.337 -0.0511
C 3.080 0.070 -0.931 0.392 0.450 0.015 -0.3853
C 3.041 -3.434 0.096 0.301 0.133 0.438 -0.0381
H -3.413 -1.951 -0.653 -0.079 0.106 0.140 0.1276
C -5.345 -1.151 -1.193 0.215 -0.078 0.056 -0.0412
H -4.963 -0.640 -2.074 -0.022 0.052 -0.091 0.0755
C 1.931 1.455 1.665 -0.060 -0.162 0.250 -0.0862
H -3.900 -2.244 1.768 0.032 -0.023 0.084 0.0835
H 2.798 -4.474 0.026 -0.012 -0.228 0.056 0.1043
H 1.839 3.717 0.489 -0.077 -0.008 -0.102 0.1275
S -1.632 -0.059 -1.644 0.187 0.030 -0.479 1.0085
H 1.835 2.239 2.421 0.013 -0.035 -0.003 0.1264
O 2.688 0.137 -2.090 -0.136 -0.304 -0.034 0.0530
C -4.223 -1.379 -0.182 -0.592 -0.432 -0.034 -0.3932
H 1.544 0.519 2.068 0.092 0.169 -0.011 0.1223
C -2.597 0.542 -0.346 -0.544 -0.096 0.280 -0.6247
H 3.813 3.201 -0.667 -0.035 -0.021 -0.005 0.1236
C 3.209 -1.248 -0.305 -0.599 -1.027 -0.754 -0.1756
N -2.449 1.691 0.287 0.655 -0.268 -0.846 0.0342
C -0.246 1.079 -1.390 -0.482 -0.296 -0.054 -0.3594
H -6.130 -0.545 -0.745 -0.062 0.047 0.033 0.0853
C -4.719 -2.091 1.070 0.156 0.011 -0.126 -0.0537
O 3.864 -1.508 0.852 0.188 0.385 0.151 0.0319
H -5.481 -1.490 1.559 -0.057 -0.014 0.038 0.0745
H -0.630 2.090 -1.504 0.155 -0.017 0.023 0.0749
C 3.034 2.457 -0.848 0.077 0.102 -0.340 -0.1000
H 2.117 -2.504 -1.711 -0.103 0.063 -0.192 0.1229
H -5.139 -3.057 0.804 -0.044 -0.089 -0.040 0.0803
H 2.939 2.288 -1.921 0.030 0.126 0.180 0.1192
N -3.655 -0.108 0.192 1.449 0.939 -0.456 -0.0949
H 4.229 -3.203 1.966 0.089 0.054 0.126 0.1249
C 0.337 0.818 -0.012 -0.165 0.119 0.066 -0.5412
C 3.406 1.302 1.202 -0.007 -0.078 0.366 -0.0986
O 0.098 -0.208 0.593 0.105 -0.202 0.037 0.0334
C 1.681 2.903 -0.225 0.046 0.049 -0.160 -0.0969
C 2.686 -2.415 -0.809 0.292 0.843 0.217 0.0212
```
Positions in Å, forces in eV/Å.

---

Here is the ion C5H10NO with charge +1 in a non-equilibrium geometry from OMol25. Energies are from the ωB97M-V functional and the def2-TZVPD basis.

Its total energy is -8876.889 eV. For the HOMO-LUMO gap, the calculation gives 10.777 eV. For the energy relative to the best compared isomer or geometry (same formula, charge and spin), the calculation gives 39.0 kcal/mol. The highest occupied orbital energy comes out at -15.01 eV. The SMILES is C[N+]1=CCC[C@@H]1O. Its total charge is +1.

Structure (XYZ):
```
17
Properties=species:S:1:pos:R:3:forces:R:3:lowdin_charge:R:1
H -2.427 0.732 -0.038 -0.740 0.164 -1.274 0.1230
C 0.482 0.520 -1.065 1.195 0.226 -1.887 0.0271
H -0.609 -2.209 1.524 -0.029 0.188 0.166 0.1334
H 2.620 0.048 -0.610 -0.835 0.624 -0.483 0.1499
H -1.838 0.855 -1.924 -0.624 0.522 1.576 0.1259
H 1.747 -1.155 1.149 0.687 -2.182 -0.288 0.0829
H -2.378 -0.593 -1.341 0.157 -0.713 1.017 0.1090
H 1.877 1.606 -0.240 0.568 0.891 0.925 0.1289
H -0.953 0.254 1.659 0.766 -1.219 -1.135 0.1930
C 1.287 -0.238 1.055 -2.620 4.460 0.852 -0.0217
C -1.941 0.314 -0.938 0.704 0.770 -1.235 0.0497
H 1.566 0.324 1.994 -0.498 -0.430 -1.000 0.1361
C -0.361 -0.365 0.878 2.829 0.637 2.133 -0.3015
N -0.568 0.212 -0.433 -0.833 -0.740 -0.863 -0.0834
H 0.479 0.832 -2.155 -0.308 -0.245 1.501 0.1918
C 1.699 0.551 -0.232 0.526 -2.418 0.101 -0.0919
O -0.683 -1.688 0.718 -0.946 -0.536 -0.104 0.0478
```
Positions in Å, forces in eV/Å.

---

Here is a structure of composition C4H9N2 in a non-equilibrium geometry from OMol25. Energies are from the ωB97M-V functional and the def2-TZVPD basis.

Its total energy is -7262.059 eV. For the HOMO-LUMO gap, the calculation gives 9.909 eV. For the energy relative to the best compared isomer or geometry (same formula, charge and spin), the calculation gives 140.3 kcal/mol. The highest occupied orbital energy comes out at -14.74 eV. Its total charge is +1.

Structure (XYZ):
```
15
Properties=species:S:1:pos:R:3:forces:R:3:lowdin_charge:R:1
H 2.173 0.339 -1.458 0.154 0.159 2.529 0.1370
N -0.711 1.284 0.241 1.151 2.533 -1.110 0.2227
C -1.472 0.092 0.598 -2.087 -1.339 0.359 -0.2471
C 2.523 0.147 -0.338 -2.021 2.858 -1.867 -0.1643
H -1.609 -1.005 -1.301 1.055 0.091 -1.499 0.0567
H 2.884 1.062 0.191 -0.276 -0.569 -0.666 0.1008
H -2.424 -1.759 0.071 0.449 2.096 -0.984 0.1441
H 3.321 -0.444 -0.596 2.172 -1.854 0.168 0.0546
H 1.911 -0.951 1.279 -0.458 0.231 1.110 0.0890
H -3.163 -0.211 -0.664 1.691 -1.060 -0.087 0.1270
N 1.568 -0.637 0.393 -4.342 1.869 -1.353 0.0572
C -2.147 -0.731 -0.453 -3.859 -0.936 2.803 -0.0301
H -2.005 0.241 1.537 0.163 -0.495 -0.054 0.1539
C -0.054 0.256 0.553 5.709 -1.385 0.259 0.0591
H -0.795 2.316 -0.053 0.499 -2.199 0.393 0.2396
```
Positions in Å, forces in eV/Å.

---

Here is a structure of composition C29H36N2OS2Sb2V from OMol25. Energies are from the ωB97M-V functional and the def2-TZVPD basis.

Its total energy is -96111.726 eV. For the HOMO-LUMO gap (spin up / spin down), the calculation gives 6.880 / 5.268 eV. For the energy relative to the best compared isomer or geometry (same formula, charge and spin), the calculation gives 0.0 kcal/mol. The highest occupied orbital energy (spin up / spin down) comes out at -9.71 / -8.24 eV. Its multiplicity is 3. Its total charge is +1.

Structure (XYZ):
```
73
Properties=species:S:1:pos:R:3:forces:R:3:lowdin_charge:R:1
H -4.137 -2.527 1.533 0.000 -0.010 0.017 0.1172
H 0.039 4.208 -0.039 -0.017 -0.011 -0.003 0.0031
C -2.312 -1.541 0.942 -0.182 -0.070 0.021 -0.0984
H 3.720 2.360 0.536 -0.004 0.006 -0.002 0.1169
N 1.583 -0.666 1.607 -0.095 -0.048 0.116 0.0519
H -0.039 2.948 4.181 0.004 0.002 -0.015 0.0046
S 0.269 -2.403 -2.421 -0.051 0.200 0.261 0.5664
H 4.364 1.443 -3.069 -0.022 0.021 -0.030 0.0735
C 0.277 -1.318 -1.267 0.217 -0.468 -0.659 -0.9005
S 2.738 0.660 -1.565 -0.725 0.084 0.165 0.9544
H 6.748 -0.139 2.263 -0.005 0.000 -0.005 0.1129
C 3.450 1.870 -2.657 0.205 0.227 0.095 -0.2082
H -2.690 -1.252 -0.032 -0.008 -0.002 0.004 0.0914
C -4.885 5.262 1.180 -0.014 -0.005 0.022 -0.0770
H -5.243 6.586 -0.476 0.002 -0.003 0.006 0.1065
V 0.155 0.043 0.031 0.602 0.690 0.175 0.0766
H -3.105 3.086 -2.638 0.016 0.005 -0.004 0.0639
C 4.730 -0.757 -0.381 0.024 0.015 0.044 -0.0762
C -2.514 3.099 -1.717 0.003 0.088 -0.055 -0.2968
H 2.169 -1.377 1.176 -0.019 0.015 -0.056 0.1104
C 0.583 -2.218 4.888 0.076 0.041 -0.061 -0.0499
H -1.381 1.790 4.224 0.003 0.003 0.001 0.0030
H 2.207 0.046 1.976 0.011 0.017 -0.044 0.0967
Sb -1.561 1.157 -1.729 -0.115 0.092 0.088 1.3557
C 5.716 -0.961 0.578 -0.035 -0.022 -0.043 -0.0597
C 4.296 1.444 0.551 0.035 -0.082 0.002 -0.0792
O 1.648 1.436 -0.794 0.255 -0.578 -0.349 -0.6474
C -0.349 4.222 0.978 0.002 0.146 -0.036 -0.2832
C -4.266 4.092 1.577 0.006 0.020 -0.023 -0.0541
C 1.360 -1.582 3.893 0.013 -0.018 0.090 -0.0009
C 0.820 -1.265 2.681 -0.085 0.011 -0.085 -0.2233
C -0.984 2.670 3.718 -0.014 0.077 0.076 -0.3097
H 5.491 1.987 2.243 0.004 -0.002 -0.005 0.1131
C -2.633 -2.595 3.055 0.052 -0.017 0.093 0.0142
H -5.469 5.835 1.888 0.000 0.000 -0.006 0.1066
H 3.664 2.787 -2.109 0.006 -0.026 0.007 0.0710
C 5.275 1.224 1.507 -0.015 -0.003 -0.012 -0.0603
C -2.861 2.082 1.242 -0.125 0.002 -0.030 -0.3346
H 2.732 2.057 -3.452 -0.017 -0.039 0.008 0.0524
H -0.194 0.557 -3.956 0.010 0.002 0.019 0.0082
C -4.760 5.680 -0.136 0.006 -0.010 -0.012 -0.0759
H -1.310 1.900 -4.300 0.029 -0.003 -0.023 0.0190
H -3.557 0.401 -3.347 -0.032 -0.027 0.009 0.0170
C -0.595 1.499 -3.582 -0.032 -0.009 -0.132 -0.2799
H -4.378 3.749 2.600 0.001 0.008 -0.002 0.1104
C -3.208 -0.001 -2.396 -0.073 -0.036 -0.093 -0.2880
H 6.266 -1.892 0.594 -0.001 0.008 0.006 0.1144
C 4.043 0.447 -0.387 0.112 0.106 0.072 -0.4159
C -1.298 -2.245 3.383 -0.124 -0.077 0.207 -0.1384
H -1.691 3.495 3.817 0.013 -0.010 0.055 0.0113
H -4.027 0.042 -1.677 0.009 -0.001 0.008 0.0112
C -3.358 3.748 -0.632 0.010 -0.077 0.025 -0.2575
H -3.231 -3.131 3.783 -0.001 0.004 -0.011 0.1277
H -2.997 1.219 0.589 0.001 0.001 -0.010 -0.0012
C -3.133 -2.266 1.835 0.121 0.127 -0.168 -0.0126
H -1.265 4.811 1.017 0.020 0.026 -0.007 0.0164
H -3.909 5.254 -2.045 -0.004 0.003 0.008 0.1164
H 0.213 2.215 -3.442 -0.002 0.003 0.018 -0.0019
C -4.009 4.923 -1.017 -0.008 0.010 -0.022 -0.0509
H -2.889 -1.033 -2.537 -0.008 0.002 -0.009 0.0036
H 0.399 4.668 1.633 -0.002 -0.004 -0.002 0.0130
N -1.082 -1.177 1.214 -0.101 -0.250 0.466 -0.0067
H 1.033 -2.454 5.843 0.007 0.004 -0.004 0.1139
C -0.542 -1.559 2.421 0.021 0.011 -0.223 -0.1548
C -3.506 3.319 0.694 0.053 -0.031 0.020 -0.2924
C -0.712 -2.560 4.633 -0.033 0.023 -0.069 -0.0140
H -1.673 3.768 -1.936 0.001 0.005 0.033 0.0621
H -3.314 1.818 2.199 -0.006 0.022 -0.002 0.0633
H 4.492 -1.525 -1.107 -0.001 0.006 -0.007 0.1197
H 2.403 -1.357 4.083 -0.007 -0.013 0.027 0.1219
C 5.982 0.025 1.516 0.034 0.011 0.037 -0.0610
Sb -0.741 2.250 1.644 -0.006 -0.193 0.024 1.3762
H -1.307 -3.076 5.376 0.003 0.001 -0.006 0.1224
```
Positions in Å, forces in eV/Å.